[1]
ORCA calculation (ωB97M-V/def2-TZVPD) on one molecule with the formula C5H10O.

Properties
maximum force = 0.52 eV Å⁻¹
energy above the lowest of the compared OMol25 structures with the same formula, charge and spin = 127.4 kJ/mol
SMILES string = C[C@H]1C[C@]1(C)O
LUMO level = 1.014 eV
HOMO-LUMO gap = 0.3702 Ha

Geometry (Å):
H1 -1.51123 -0.48305 1.08692
C1 0.52377 -1.45458 0.15104
C2 -0.48590 0.89958 -0.20267
H2 0.29475 -1.10327 -2.34257
C3 1.00507 1.11574 -0.10439
O1 0.76170 -0.31362 -2.03772
H3 0.81964 -2.32717 -0.43842
H4 1.46515 1.10193 0.87862
H5 1.16221 -1.40426 1.03904
H6 -2.32711 1.06098 0.95353
H7 1.46107 1.80538 -0.80944
C4 0.51862 -0.17070 -0.66175
H8 -0.98350 1.42585 -1.01626
C5 -1.33904 0.59867 1.01822
H9 -0.48947 -1.64614 0.51674
H10 -0.87572 0.89465 1.96911

[2]
ORCA calculation (ωB97M-V/def2-TZVPD) on a 2-piece molecular cluster, C5H10O overall in a non-equilibrium geometry.

Properties
maximum force = 2.16 eV Å⁻¹
energy above the lowest of the compared OMol25 structures with the same formula, charge and spin = 206.7 kJ/mol
SMILES string = C=C/C=C/C.O
LUMO level = 0.700 eV
HOMO-LUMO gap = 0.3438 Ha

Geometry (Å):
C1 -0.50261 0.49048 0.67468
H1 1.50821 -0.67109 -0.53588
H2 2.20760 -2.82981 -0.70363
C2 -0.21493 -0.80961 0.68867
H3 -1.99687 1.47638 1.70352
O1 -0.42866 2.21406 -3.30258
H4 0.50032 -3.51955 -0.35366
H5 -0.29353 2.72749 -2.50645
H6 -0.55070 -1.47612 1.47911
C3 1.16641 -2.67664 -0.45854
H7 -0.14440 1.06943 -0.17580
C4 0.77777 -1.41420 -0.19698
H8 0.19281 1.50749 -3.10941
C5 -0.94398 1.24651 1.91232
H9 -0.33696 2.11484 2.13535
H10 -0.94048 0.55034 2.74929

[3]
ORCA calculation (ωB97M-V/def2-TZVPD) on one molecule with the formula C5H10O.

Properties
maximum force = 0.36 eV Å⁻¹
energy above the lowest of the compared OMol25 structures with the same formula, charge and spin = 11.8 kJ/mol
SMILES string = OC1CCCC1
LUMO level = 1.026 eV
HOMO-LUMO gap = 0.4107 Ha

Geometry (Å):
H1 1.89206 0.67530 -0.73398
H2 -0.41912 1.71303 0.96190
C1 -0.19229 -1.09694 -0.48280
H3 -2.61290 -0.63672 0.42400
H4 -0.03006 2.11220 -0.71343
C2 -1.04506 0.18063 -0.38942
H5 1.91499 1.08742 0.98320
C3 -0.05828 1.29715 0.01563
H6 1.80384 -1.53041 0.35431
O1 -2.01531 0.08790 0.64764
C4 0.96231 -0.84314 0.48909
H7 -0.77885 -1.99500 -0.25543
H8 0.60122 -0.94005 1.51992
H9 -1.54178 0.40216 -1.34589
C5 1.31346 0.61938 0.19753
H10 0.19912 -1.20654 -1.50321

[4]
ORCA calculation (ωB97M-V/def2-TZVPD) on one molecule with the formula C5H10O.

Properties
maximum force = 0.71 eV Å⁻¹
energy above the lowest of the compared OMol25 structures with the same formula, charge and spin = 132.9 kJ/mol
SMILES string = OCC1CCC1
LUMO level = 1.051 eV
HOMO-LUMO gap = 0.4116 Ha

Geometry (Å):
H1 0.32000 -1.15337 -1.19635
H2 -2.36522 1.06955 -0.02687
H3 1.07056 0.77871 1.66211
O1 1.77027 0.12168 1.56609
C1 1.70430 -0.39833 0.25652
C2 -1.05251 -0.74207 0.42692
H4 -1.02587 -0.43694 1.47959
H5 -2.09811 -0.04976 -1.38488
C3 0.29803 -0.51141 -0.30688
C4 -1.65200 0.37271 -0.47890
H6 0.02962 1.57429 0.13206
H7 2.27505 -1.32890 0.26439
H8 2.18553 0.28305 -0.48016
H9 -1.50272 -1.73730 0.36031
C5 -0.20627 0.87503 -0.68249
H10 0.24934 1.28306 -1.59143

[5]
ORCA calculation (ωB97M-V/def2-TZVPD) on one molecule with the formula C5H10O in a non-equilibrium geometry.

Properties
maximum force = 6.87 eV Å⁻¹
energy above the lowest of the compared OMol25 structures with the same formula, charge and spin = 288.3 kJ/mol
SMILES string = CC/C=C/CO
LUMO level = 1.049 eV
HOMO-LUMO gap = 0.3707 Ha

Geometry (Å):
H1 -2.54625 1.91433 1.32039
O1 -2.13814 2.45860 0.63352
H2 0.66121 -2.04704 -0.89399
C1 -1.65446 1.63961 -0.36669
H3 0.39990 -1.96822 0.89095
H4 -2.41117 1.70873 -1.05859
C2 0.74808 -1.35359 -0.04829
C3 0.02143 -0.09658 -0.41911
H5 2.39875 -0.39850 0.53918
H6 2.52159 -2.09510 1.06214
H7 0.36528 0.46800 -1.28725
C4 2.26808 -1.39382 0.29701
H8 2.76227 -1.42587 -0.70893
H9 -1.44098 -0.07524 0.93935
C5 -1.16613 0.39879 0.09641
H10 -0.78947 2.26591 -0.99610

[6]
ORCA calculation (ωB97M-V/def2-TZVPD) on an isolated ion of composition C5H10O and charge +1 in a non-equilibrium geometry.

Properties
maximum force = 2.86 eV Å⁻¹
energy above the lowest of the compared OMol25 structures with the same formula, charge and spin = 65.0 kJ/mol
net charge = +1
spin multiplicity = 2
LUMO level (spin up / spin down) = -5.070 / -8.788 eV
HOMO-LUMO gap (spin up / spin down) = 0.3841 / 0.2477 Ha
expectation value of S² = 0.75

Geometry (Å):
C1 0.19486 -0.10527 0.30912
H1 0.95079 -1.91679 -0.26522
H2 2.79373 0.49589 -0.18489
O1 -2.99073 1.62596 -0.15621
H3 -1.17745 0.18434 -1.26386
H4 3.20429 -1.40031 -0.55483
C2 2.67268 -0.57970 -0.10512
H5 -2.22738 0.82413 1.55434
C3 -1.04128 0.30086 -0.18704
C4 -2.31039 0.56112 0.49434
H6 1.01040 -0.58457 -1.51752
H7 -2.42146 2.37693 -0.35754
H8 2.79797 -0.71942 0.97267
H9 0.40548 0.04141 1.37023
C5 1.17901 -0.85865 -0.47301
H10 -3.04053 -0.24593 0.36454

[7]
ORCA calculation (ωB97M-V/def2-TZVPD) on a 2-piece molecular cluster, C5H10O2 overall in a non-equilibrium geometry.

Properties
maximum force = 1.72 eV Å⁻¹
energy above the lowest of the compared OMol25 structures with the same formula, charge and spin = 112.8 kJ/mol
net charge = -1
spin multiplicity = 2
LUMO level (spin up / spin down) = 3.583 / 3.395 eV
HOMO-LUMO gap (spin up / spin down) = 0.1105 / 0.2180 Ha
expectation value of S² = 0.76

Geometry (Å):
H1 -2.34284 -2.02583 0.66270
H2 0.79497 3.50176 0.36301
C1 -1.35328 -1.85420 1.09743
C2 0.16268 2.62596 0.54486
C3 0.22485 0.06550 0.59584
O1 0.27950 -0.39889 -2.75394
H3 0.02146 -1.12850 -3.33532
H4 -1.72772 0.32309 1.26820
C4 -0.93531 -0.39336 1.08926
H5 -0.62544 2.85321 1.26404
H6 -1.34212 -2.23960 2.12483
H7 1.37210 -0.66419 -0.61068
H8 -0.55887 0.02900 -2.52504
C5 0.49150 1.38460 0.02616
H9 -0.66948 -2.48507 0.53767
H10 1.17104 1.34345 -0.82230
O2 1.24900 -0.89055 0.32136

[8]
ORCA calculation (ωB97M-V/def2-TZVPD) on C5H10O2 as an isolated structure.

Properties
maximum force = 0.40 eV Å⁻¹
energy above the lowest of the compared OMol25 structures with the same formula, charge and spin = 608.3 kJ/mol
LUMO level = 0.821 eV
HOMO-LUMO gap = 0.3188 Ha

Geometry (Å):
C1 0.67949 -0.09933 1.62199
H1 -1.84991 0.36608 -0.16308
C2 -1.88110 0.37758 -1.25682
H2 1.90312 -1.49870 0.39527
H3 -2.26144 1.33343 -1.62108
H4 0.07577 -1.30590 -0.32683
C3 -0.02499 -0.95783 -1.52560
C4 1.09642 -0.77185 0.35589
H5 -0.79724 0.96179 2.26202
H6 1.22784 -0.35267 2.53133
H7 0.80593 1.37257 -0.03066
C5 1.39917 0.67943 0.56691
H8 -2.51027 -0.44071 -1.61667
H9 2.42347 1.00181 0.74748
H10 0.95441 -1.00943 -2.01491
O1 -0.55004 0.23937 -1.75823
O2 -0.69062 0.10436 1.83298

[9]
ORCA calculation (ωB97M-V/def2-TZVPD) on one molecule with the formula C5H10O2.

Properties
maximum force = 0.41 eV Å⁻¹
energy above the lowest of the compared OMol25 structures with the same formula, charge and spin = 250.3 kJ/mol
SMILES string = CO[C@H]1C[C@H]1CO
LUMO level = 1.024 eV
HOMO-LUMO gap = 0.3966 Ha

Geometry (Å):
O1 1.15551 0.51661 -0.42658
C1 2.31463 0.71542 0.35299
O2 -2.43115 0.20509 -1.83681
H1 -1.10898 1.36345 -0.71090
H2 1.06458 -1.55604 -0.31328
H3 -1.74843 0.03308 -2.49767
C2 0.50834 -0.65473 -0.05083
C3 -0.98477 -0.69197 -0.10931
H4 -0.28098 -1.52001 1.86322
H5 -0.31095 0.31152 1.75375
C4 -1.77628 0.49530 -0.61567
H6 -2.57229 0.75558 0.08896
H7 2.93373 -0.19319 0.37478
H8 2.05993 0.98123 1.38906
H9 -1.42721 -1.64801 -0.38261
C5 -0.27971 -0.64066 1.22539
H10 2.88403 1.52733 -0.10450

[10]
ORCA calculation (ωB97M-V/def2-TZVPD) on a 2-piece molecular cluster, C5H10O2 overall in a non-equilibrium geometry.

Properties
maximum force = 2.88 eV Å⁻¹
energy above the lowest of the compared OMol25 structures with the same formula, charge and spin = 298.9 kJ/mol
SMILES string = C/C=C/O.C=CO
LUMO level = 0.599 eV
HOMO-LUMO gap = 0.3552 Ha

Geometry (Å):
C1 0.79606 1.91738 0.63860
H1 -0.04044 0.17412 -0.27413
H2 -2.37299 -1.59848 -1.64581
C2 -1.86815 -1.65278 -0.68494
H3 1.29027 3.53275 -0.75818
H4 2.64866 2.51399 -0.36207
O1 -0.84085 0.44819 1.54469
H5 0.80432 2.48422 1.55715
H6 -0.76435 -3.45072 -1.14165
H7 0.47366 -3.33107 0.65751
H8 -0.36723 -0.35517 1.80784
C3 -0.88371 -2.58402 -0.46524
H9 1.46271 1.88168 -1.48924
C4 1.58796 2.46269 -0.55926
C5 -0.00368 0.90883 0.52172
O2 0.00156 -2.49559 0.58316
H10 -1.92381 -0.85602 0.06986